Computed, not measured: 2 unconnected molecules or ions with the total composition C4H12OS2, with ωB97M-V/def2-TZVPD.

Geometry as XYZ:
```
19
Properties=species:S:1:pos:R:3:forces:R:3:lowdin_charge:R:1
S 1.863 -0.456 0.660 -0.230 -0.198 -1.581 0.470
H -0.332 -0.991 3.750 -1.588 -0.913 -3.077 0.106
H 3.761 -0.249 -1.118 -1.250 0.651 2.562 0.102
H -1.730 1.532 0.022 -0.357 0.283 0.469 0.095
H -0.099 -1.224 2.170 -1.096 -0.076 1.237 -0.036
H -3.162 0.290 -1.710 0.249 -0.189 0.378 0.077
H 3.611 1.130 0.072 -0.150 1.610 -0.056 -0.002
C 3.465 0.096 -0.004 -0.461 -1.176 -3.332 -0.473
H -3.468 -0.184 -0.106 -0.981 -0.424 1.600 0.046
C -0.168 0.813 -1.198 -1.604 -1.491 0.346 -0.519
H 0.401 1.663 -0.766 -0.267 -0.622 -0.731 0.079
C -1.451 0.561 -0.357 -0.125 -0.185 1.323 -0.360
C -2.708 -0.198 -0.815 1.896 0.887 -3.975 -0.107
O -0.825 -1.265 2.857 2.667 0.943 1.890 -0.150
H -0.518 0.892 -2.233 0.683 0.531 -0.070 0.069
H 4.166 -0.346 0.604 1.759 -1.132 1.498 -0.027
H -1.178 -0.112 0.467 0.395 0.920 0.409 0.047
S 0.758 -0.768 -1.108 0.973 0.552 0.543 0.508
H -2.387 -1.185 -1.188 -0.513 0.028 0.567 0.074
```
Positions in Å, forces in eV/Å.

## Properties
SMILES string = CCCSSC.O
Gap between HOMO and LUMO = 9.48 eV
Energy relative to the best compared isomer or geometry (same formula, charge and spin) = 1.3223 eV
Molar mass = 140.3 u
Highest occupied orbital energy = -9.02 eV

***

Computed, not measured: a gas-phase ion, C3H9O3SSi (charge -1), with ωB97M-V/def2-TZVPD.

Geometry as XYZ:
```
17
Properties=species:S:1:pos:R:3:forces:R:3:lowdin_charge:R:1
S 2.862 0.079 0.008 1.823 -1.205 3.088 0.438
O 3.308 -1.289 0.256 0.396 0.471 -0.703 -0.362
H 0.405 -2.395 -0.878 0.562 -0.742 -0.088 0.017
H -0.031 0.169 -2.130 0.084 -0.284 -0.156 -0.014
H 0.013 -1.828 0.760 0.006 -0.861 2.311 -0.024
H 1.619 -0.570 1.758 -0.173 -0.608 1.310 0.015
H 1.442 1.307 1.470 0.138 -0.640 0.374 0.048
O 3.859 1.128 0.045 -0.201 -0.065 -0.597 -0.349
C -0.190 -1.774 -0.245 4.284 2.734 -1.396 -0.153
H -1.115 -1.774 -0.582 -4.706 -0.305 -1.056 -0.056
H -0.974 1.509 0.788 -0.015 0.610 3.188 -0.049
O 2.077 0.089 -1.314 0.089 0.676 -0.544 -0.373
H -0.182 2.439 -0.619 -1.654 -1.626 0.899 0.070
H -1.714 1.252 -0.649 0.066 0.451 -0.884 -0.002
C 1.554 0.268 1.134 0.061 1.767 -2.913 -0.278
C -0.748 1.483 -0.204 1.853 0.511 -3.099 -0.243
Si 0.461 0.050 -0.676 -2.612 -0.885 0.266 0.315
```
Positions in Å, forces in eV/Å.

## Properties
Total charge = -1
Gap between HOMO and LUMO = 8.05 eV
Energy relative to the best compared isomer or geometry (same formula, charge and spin) = 0.7118 eV
Molar mass = 153.3 u
Highest occupied orbital energy = -4.19 eV

***

Computed, not measured: 12 unconnected molecules or ions with the total composition C48H84N12, with ωB97M-V/def2-TZVPD.

Geometry as XYZ:
```
144
Properties=species:S:1:pos:R:3:forces:R:3:lowdin_charge:R:1
N -3.379 -5.908 -2.002 -0.244 -5.565 -0.960 0.160
N -6.133 -0.742 -1.529 -1.253 -1.493 -0.793 0.174
C 0.951 -0.287 -1.552 -0.394 -0.163 0.131 -0.103
H 3.383 4.944 3.591 -0.007 -0.190 0.142 0.069
H -4.409 2.198 -3.044 0.202 -0.123 0.051 0.087
H -5.137 1.981 -0.539 0.172 -0.051 0.118 0.128
C 1.916 -4.145 1.404 0.082 0.932 -0.365 -0.103
C 6.881 -0.139 0.530 0.477 0.337 -0.160 -0.239
N 0.156 -2.083 4.416 -3.103 -1.177 -0.544 0.182
H 1.484 -0.054 -4.967 0.003 -0.102 -0.308 0.106
N -2.157 1.973 -6.564 -3.892 1.403 -0.282 0.150
H 2.519 -5.004 1.116 0.000 -0.136 0.106 0.082
C -4.540 1.060 -0.569 -0.076 0.448 -0.232 -0.175
C 0.252 1.055 -6.365 0.289 -0.302 -0.102 -0.194
H -2.685 -1.540 -2.391 0.041 -0.053 -0.139 0.090
H -2.500 -3.242 -0.727 0.054 -0.107 -0.312 0.073
C -1.497 -5.079 5.394 0.599 -0.428 -0.540 -0.110
H -2.690 2.989 5.538 -0.148 -0.273 0.027 0.128
H -4.054 -3.644 -4.113 -0.040 0.010 -0.300 0.078
H -4.115 -2.527 1.175 -0.222 -0.012 -0.172 0.080
H 0.236 -5.179 2.259 0.031 0.178 0.015 0.107
C 5.923 3.959 -4.920 0.059 -0.160 0.325 -0.233
H -2.600 0.445 -1.294 -0.056 0.143 0.065 0.080
H 1.550 6.711 -1.352 0.122 0.173 -0.018 0.113
C -1.537 0.761 4.084 -0.882 0.084 -0.232 -0.128
H 3.424 2.625 -4.175 0.251 -0.353 -0.098 0.072
C -2.262 2.146 6.100 -0.530 0.566 -0.376 -0.195
H 5.170 -0.356 -1.501 -0.015 -0.186 0.252 0.074
C -4.946 -1.167 2.465 -0.091 -0.788 -0.439 -0.240
C -3.572 1.494 -2.909 -0.608 0.500 0.298 -0.092
C 4.426 5.250 3.543 0.298 0.707 -0.047 -0.097
H 0.077 0.631 -4.264 -0.117 0.104 -0.122 0.066
H 2.818 4.801 -0.316 -0.008 -0.069 0.193 0.058
C -0.890 2.527 6.328 -2.273 -0.825 -0.195 -0.268
H 0.204 6.325 -3.350 0.102 -0.061 0.043 0.130
C 4.892 -1.551 0.287 -0.432 -0.963 -0.478 -0.259
H 3.220 1.904 -2.629 0.198 -0.280 0.028 0.049
C -2.809 -2.566 -2.759 0.445 0.395 0.423 -0.272
N 5.738 4.309 -5.994 -0.099 0.111 -0.296 0.145
H -1.751 -5.791 6.172 -0.028 -0.044 0.122 0.074
H -0.021 1.346 -0.558 -0.090 -0.028 0.047 0.106
C -6.304 -2.872 1.280 -0.102 0.006 -0.554 -0.268
H -0.487 0.699 4.353 0.154 0.117 -0.231 0.065
H -4.766 -2.145 -3.477 0.036 -0.270 -0.044 0.063
C -3.841 -2.612 -3.842 -0.736 0.458 -0.071 -0.096
H 1.446 0.210 -2.383 -0.057 0.087 -0.028 0.054
H 1.886 3.663 -1.299 0.101 0.128 0.093 0.054
C -0.935 -2.491 4.246 3.613 1.387 0.569 -0.257
C -2.403 0.838 5.331 -0.268 -0.575 0.472 -0.264
C 0.381 4.284 -3.380 -0.067 0.951 0.631 -0.212
H 4.405 6.333 3.369 0.109 -0.169 -0.031 0.076
H 3.619 -0.098 -0.771 -0.028 -0.224 0.263 0.058
H 0.152 -6.069 0.086 0.173 -0.018 -0.209 0.128
H -3.550 -2.018 -4.706 0.157 -0.232 -0.204 0.066
C 1.613 5.741 -1.835 0.746 -0.567 0.564 -0.253
H 2.078 -3.361 0.645 0.059 -0.274 0.056 0.054
H -2.770 2.116 7.061 -0.101 -0.070 0.052 0.119
C 0.185 -4.268 -0.991 -0.091 -0.594 0.544 -0.230
H -0.044 -0.604 -1.880 0.159 -0.155 -0.153 0.065
C 0.367 5.515 -2.630 -1.128 0.810 -0.387 -0.198
H -8.256 -3.483 1.870 -0.120 -0.112 0.128 0.076
H 5.538 -2.387 -0.002 0.030 0.108 -0.014 0.122
H 1.665 1.274 -0.208 0.015 -0.173 0.027 0.070
H 5.082 0.245 1.481 -0.058 -0.096 -0.095 0.100
H 1.071 4.574 -0.047 0.049 0.156 0.085 0.076
H -2.997 -2.272 4.065 0.064 0.157 -0.192 0.096
H -1.377 -1.014 -5.537 -0.103 -0.068 0.224 0.066
H -3.883 0.568 -3.391 0.174 -0.081 -0.074 0.064
C -1.111 1.588 -6.468 4.089 -1.347 0.389 -0.265
C 4.888 3.250 -2.765 -0.166 -0.126 1.379 -0.270
C 4.366 -0.878 -0.954 0.255 0.779 -1.015 -0.104
H -3.498 -4.590 4.877 -0.096 0.134 0.073 0.110
C 0.432 -4.430 1.480 0.023 -0.726 0.394 -0.260
H -1.830 -0.099 3.483 0.206 -0.162 0.148 0.023
H -0.537 -4.613 5.630 -0.131 0.023 0.179 0.072
C 6.160 3.510 -3.545 0.368 0.257 0.009 -0.192
H -4.277 0.794 0.454 -0.062 -0.013 0.041 0.089
H 4.074 -2.028 0.835 0.034 0.244 0.154 0.094
N 0.395 3.319 -3.973 0.098 -1.675 -0.949 0.212
H 2.277 -3.711 2.338 0.025 -0.262 0.088 0.074
C 3.442 2.821 2.170 0.207 -0.061 0.140 -0.219
C -4.963 -2.494 1.865 0.743 -0.206 0.584 -0.199
H 4.307 4.162 -2.571 0.110 -0.003 -0.563 0.094
H 4.928 5.117 4.502 -0.282 -0.214 0.078 0.079
H -4.691 -3.183 2.680 -0.148 -0.013 -0.185 0.108
H -2.254 -3.549 3.084 -0.057 0.049 -0.032 0.105
C 0.542 -0.056 0.970 0.038 0.108 0.546 -0.174
H 5.932 -1.145 2.107 0.188 0.064 -0.023 0.126
H 5.156 2.603 3.329 -0.092 -0.129 0.050 0.133
C -5.435 0.049 -1.115 1.330 1.105 0.816 -0.230
H -0.533 5.521 -2.006 0.118 -0.097 0.113 0.130
H 0.435 0.696 1.759 0.166 -0.082 0.012 0.097
C -0.326 -1.199 -5.316 0.297 -0.088 -0.740 -0.095
C -2.586 -4.065 5.170 -0.266 0.010 0.158 -0.251
H -2.166 0.021 6.031 0.174 0.097 -0.250 0.111
H -0.098 -3.530 1.775 -0.096 0.109 -0.147 0.055
H 1.398 -0.687 1.230 -0.048 -0.009 0.060 0.121
C 5.671 -0.629 1.181 0.021 0.283 0.736 -0.193
N 0.446 -3.669 -1.924 0.293 0.718 -0.980 0.189
H -2.793 2.171 -1.000 0.074 -0.031 -0.075 0.105
H -2.799 -3.516 6.090 -0.014 -0.030 -0.018 0.116
N -1.592 -1.552 1.119 0.215 0.225 -0.090 0.203
C -3.285 1.293 -1.424 0.087 -0.237 0.018 -0.256
H 0.079 -1.732 -6.187 -0.095 -0.081 0.169 0.082
N 7.810 0.281 -0.005 -0.329 -0.158 0.176 0.149
H -1.323 -5.645 4.465 -0.084 0.012 0.229 0.077
H 6.258 4.601 2.629 0.194 0.182 -0.192 0.111
H 1.517 -1.190 -1.320 -0.017 0.021 0.059 0.046
H -6.202 -3.838 0.787 0.145 0.017 -0.158 0.115
H 0.459 0.543 -7.316 -0.011 -0.049 0.261 0.121
H -2.722 1.935 -3.417 0.197 -0.186 -0.195 0.056
H 3.954 -1.569 -1.690 -0.158 -0.157 0.229 0.083
C 1.857 4.641 -0.800 -0.102 -0.153 -0.323 -0.110
C -3.338 -4.818 -1.796 0.268 5.551 0.900 -0.257
C 0.786 0.638 -0.355 0.205 0.537 -0.412 -0.258
C 3.996 2.171 -3.352 -0.982 0.982 -0.221 -0.103
C -3.219 -3.384 -1.550 0.019 0.204 1.198 -0.200
H 4.973 5.029 1.485 0.108 -0.190 -0.182 0.104
H -4.152 -3.004 -1.105 -0.050 -0.183 -0.448 0.101
C 4.852 3.067 2.390 0.437 -0.564 -0.356 -0.200
N -4.932 -0.128 2.934 0.050 1.126 0.508 0.178
H -1.827 -2.888 -3.101 0.021 -0.101 -0.036 0.079
N 2.332 2.624 1.984 -0.732 -0.139 -0.174 0.197
H 5.387 2.554 1.581 0.076 0.089 0.139 0.108
N 0.179 2.822 6.509 3.147 0.878 0.488 0.153
C 0.420 0.109 -5.161 -0.060 0.385 0.394 -0.283
H -1.243 -5.036 0.257 0.053 -0.111 0.017 0.105
H 6.773 4.269 -3.046 -0.086 -0.065 -0.089 0.121
H -7.052 -3.513 3.195 -0.179 -0.158 -0.102 0.078
H 2.465 5.718 -2.519 0.008 0.362 -0.016 0.105
H 6.768 2.601 -3.575 -0.066 0.030 -0.080 0.124
H 0.982 1.863 -6.294 -0.305 0.160 0.040 0.097
C -0.652 -0.888 1.045 -0.429 -0.379 -0.257 -0.190
C -2.251 -3.066 4.064 -0.337 -0.140 -0.010 -0.209
H -6.588 -2.134 0.529 0.074 -0.153 -0.179 0.081
C -7.399 -2.977 2.305 -0.198 0.242 0.565 -0.104
H -0.210 -1.844 -4.449 -0.104 -0.008 0.114 0.051
H -7.738 -1.996 2.647 0.059 0.000 -0.037 0.079
H 5.176 2.989 -1.729 0.200 -0.240 -0.407 0.106
H 4.520 1.297 -3.715 0.163 -0.199 0.072 0.077
C -0.150 -5.030 0.194 -0.576 0.156 0.501 -0.171
C 5.194 4.535 2.430 -0.298 0.662 0.397 -0.253
H -3.462 0.694 5.098 0.092 0.154 -0.181 0.086
H -1.768 1.610 3.428 0.380 0.132 0.205 0.087
```
Positions in Å, forces in eV/Å.

## Properties
SMILES string = CCCC#N.CCCC#N.CCCC#N.CCCC#N.CCCC#N.CCCC#N.CCCC#N.CCCC#N.CCCC#N.CCCC#N.CCCC#N.CCCC#N
Gap between HOMO and LUMO = 11.52 eV
Energy relative to the best compared isomer or geometry (same formula, charge and spin) = 0.2702 eV
Molar mass = 829.3 u
Highest occupied orbital energy = -11.30 eV